Entry 1:
This record from the OMol25 dataset describes a structure of composition C4H7NO. The level of theory is ωB97M-V with the def2-TZVPD basis set.

CARTESIAN COORDINATES (ANGSTROEM)
1 C -0.18228 0.37327 -1.46314
2 N 0.46088 -0.19128 -0.27021
3 C -0.65721 -1.36141 1.07397
4 C -0.44472 -0.06398 0.91212
5 C 1.26972 0.70392 0.52185
6 O 1.27800 1.90321 0.46783
7 H -1.12386 -0.07300 -1.84508
8 H 0.59475 0.26418 -2.21890
9 H -0.34465 1.43003 -1.26936
10 H -1.65804 -1.69565 0.88613
11 H 0.20037 -2.02610 1.05857
12 H -1.24941 0.66182 0.93196
13 H 1.85646 0.07501 1.21428

Computed properties:
* orbital gap (alpha / beta): 8.7 / 8.7 eV
* energy above the lowest of the compared OMol25 structures with the same formula, charge and spin: 5.0477 eV
* LUMO level (alpha / beta): -0.01 / -0.01 eV

Entry 2:
This record from the OMol25 dataset describes a structure of composition C4H7NO. The level of theory is ωB97M-V with the def2-TZVPD basis set.

CARTESIAN COORDINATES (ANGSTROEM)
1 O 2.48295 0.92208 -0.40049
2 C 1.35204 0.47709 -0.29171
3 C 0.95996 -0.95282 -0.42155
4 C -0.76450 -0.83325 0.37686
5 C -1.01529 0.61764 0.01880
6 N 0.28011 1.23893 0.10959
7 H 0.01880 -1.37686 -0.79915
8 H 1.63422 -1.59985 0.13911
9 H -1.63210 -1.46417 0.05929
10 H -0.54080 -1.04533 1.40667
11 H -1.45053 0.70431 -0.99347
12 H -1.71755 1.07515 0.72032
13 H 0.39270 2.23709 0.07573

Computed properties:
* orbital gap: 10.0 eV
* energy above the lowest of the compared OMol25 structures with the same formula, charge and spin: 3.0430 eV
* LUMO level: 0.81 eV

Entry 3:
This record from the OMol25 dataset describes a structure of composition C4H7NO. The level of theory is ωB97M-V with the def2-TZVPD basis set.

CARTESIAN COORDINATES (ANGSTROEM)
1 C 1.67632 -0.36662 0.04727
2 N 0.76284 -0.80048 1.10624
3 C 0.29446 -0.78541 -0.27047
4 C -0.72501 0.22444 -0.71704
5 C -2.02906 0.36909 -0.02216
6 O -0.61691 1.44169 0.05664
7 H 1.90936 0.69394 -0.02468
8 H 2.50741 -1.03833 -0.15240
9 H 0.40441 0.02035 1.59124
10 H 0.13057 -1.77219 -0.70221
11 H -0.70041 0.41008 -1.79377
12 H -1.63818 1.76637 -0.05938
13 H -1.97580 -0.16293 0.94071

Computed properties:
* orbital gap: 9.9 eV
* energy above the lowest of the compared OMol25 structures with the same formula, charge and spin: 6.1891 eV
* LUMO level: 0.54 eV

Copy entry 2 word for word.
This record from the OMol25 dataset describes a structure of composition C4H7NO. The level of theory is ωB97M-V with the def2-TZVPD basis set.

CARTESIAN COORDINATES (ANGSTROEM)
1 O 2.48295 0.92208 -0.40049
2 C 1.35204 0.47709 -0.29171
3 C 0.95996 -0.95282 -0.42155
4 C -0.76450 -0.83325 0.37686
5 C -1.01529 0.61764 0.01880
6 N 0.28011 1.23893 0.10959
7 H 0.01880 -1.37686 -0.79915
8 H 1.63422 -1.59985 0.13911
9 H -1.63210 -1.46417 0.05929
10 H -0.54080 -1.04533 1.40667
11 H -1.45053 0.70431 -0.99347
12 H -1.71755 1.07515 0.72032
13 H 0.39270 2.23709 0.07573

Computed properties:
* orbital gap: 10.0 eV
* energy above the lowest of the compared OMol25 structures with the same formula, charge and spin: 3.0430 eV
* LUMO level: 0.81 eV